Entry 1:
{
  "formula": "C27H38ClCrN4O6S2",
  "method": "the ωB97M-V functional and the def2-TZVPD basis",
  "species": ["O", "C", "C", "C", "H", "C", "H", "C", "H", "C", "H", "C", "H", "H", "C", "C", "H", "H", "H", "C", "C", "H", "H", "H", "H", "Cr", "Cl", "C", "O", "N", "C", "C", "H", "H", "H", "H", "H", "H", "H", "H", "H", "C", "C", "N", "H", "C", "O", "H", "H", "H", "H", "H", "H", "C", "C", "N", "H", "C", "O", "H", "H", "H", "H", "O", "S", "O", "N", "C", "S", "C", "C", "C", "C", "C", "C", "H", "H", "H", "H"],
  "xyz": [[1.6331, -0.7675, -3.6415], [0.5168, -0.2892, -3.7837], [0.0904, 1.1170, -4.0007], [0.2766, 2.2452, -3.1687], [0.3243, 2.1295, -2.0799], [0.3213, 3.5129, -3.7787], [0.6144, 4.4143, -3.2243], [-0.0031, 3.6532, -5.1394], [0.1183, 4.6127, -5.6620], [-0.5448, 2.5580, -5.8328], [-0.9217, 2.6649, -6.8506], [-0.5977, 1.3151, -5.2046], [-1.1418, 0.4688, -5.6270], [-0.3900, -0.9560, -3.6847], [-2.7773, -1.9274, -2.2307], [-2.6511, -0.7037, -1.3825], [-3.5094, -1.8094, -3.0589], [-3.0800, -2.8338, -1.6768], [-1.7854, -2.1281, -2.6989], [-3.0631, 0.4711, -1.9180], [-4.5063, 0.6750, -2.2302], [-2.3662, 1.2954, -2.0902], [-4.7342, 1.0845, -3.2226], [-4.9647, 1.3494, -1.5018], [-4.9916, -0.3053, -2.1497], [-1.5620, -0.8668, 0.2316], [-3.6360, -0.9863, 0.9596], [-1.5031, -0.3714, 2.9685], [-1.0063, -1.2243, 2.1706], [-1.4694, -0.5029, 4.2929], [-0.8968, -1.6976, 4.8875], [-2.3263, 0.3307, 5.1278], [-1.9776, 0.5476, 2.5778], [-0.4105, -2.2714, 4.0974], [-1.6831, -2.2944, 5.3593], [-0.1605, -1.4088, 5.6405], [-2.5869, 1.2426, 4.5773], [-1.8092, 0.6092, 6.0505], [-3.2572, -0.1911, 5.3966], [4.5674, 1.1952, -2.1047], [4.5236, 1.5904, 0.1679], [3.4784, 1.1141, -2.1166], [3.4582, 1.3875, 0.2912], [3.0028, 0.6190, -0.8436], [3.1632, 0.4688, -2.9389], [2.3300, -0.5507, -0.7347], [1.6012, -0.8949, 0.2098], [3.3018, 0.8593, 1.2224], [2.4918, -1.2238, -1.6017], [3.1002, 2.1237, -2.2940], [2.9414, 2.3466, 0.3412], [-0.4122, -5.9891, 0.5128], [1.6856, -5.9144, -1.1273], [-0.9043, -5.4281, -0.2875], [1.0737, -5.2601, -1.7626], [0.0679, -4.5804, -0.9612], [-1.7015, -4.8113, 0.1270], [0.0486, -3.2609, -0.7866], [-0.8043, -2.7154, -0.0296], [1.7221, -4.5317, -2.2606], [0.7958, -2.6738, -1.3491], [-1.3049, -6.1481, -1.0043], [0.5905, -5.8965, -2.5155], [0.1678, 5.1724, 3.5513], [1.0533, 4.4099, 2.7078], [2.2557, 5.0347, 2.2032], [0.2375, 3.5965, 1.5039], [0.2279, 2.2681, 1.5855], [-0.6365, 1.4193, 0.3857], [1.0437, 1.7905, 2.7215], [1.4902, 0.5179, 3.0658], [2.1820, 0.3214, 4.2582], [2.5355, 1.4160, 5.0631], [2.2114, 2.7197, 4.6664], [1.4818, 2.8741, 3.4917], [1.3206, -0.2894, 2.3525], [2.4600, -0.6930, 4.5548], [3.0805, 1.2512, 5.9917], [2.4897, 3.6035, 5.2440]],
  "forces_ev_per_angstrom": [[-1.2701, 0.9066, -0.5198], [-1.0263, -1.0941, 1.4492], [-0.2983, 0.8617, 0.1419], [0.7601, 0.1416, -0.5358], [0.6751, 0.0215, -0.3971], [-0.4010, -0.0771, -0.2184], [-0.3027, -0.5708, -0.0070], [0.0320, -0.3688, -0.1672], [-0.1047, -0.4542, 0.4131], [-0.1636, 0.3475, 0.4016], [-0.0134, 0.0594, 0.3476], [0.5596, -0.0827, -0.2848], [0.5276, 0.0963, -0.3513], [0.6216, 0.0388, -0.4913], [-1.3848, -1.3541, 0.1012], [2.3376, 0.8536, -2.5347], [0.3758, 0.0265, 0.3631], [0.2127, 0.0625, -0.1489], [-0.6303, 0.0759, 0.3019], [0.1228, 0.3919, 0.0538], [-0.2432, -0.5445, -1.1173], [-0.3568, 0.3936, 1.1594], [0.1235, 0.0639, 0.0426], [0.1225, -0.0921, 0.1172], [-0.2343, 0.2737, 0.0340], [1.2060, 0.3454, 0.3943], [-1.0719, -0.4411, 1.0174], [0.4673, -0.8780, -0.5079], [-0.2514, 1.2834, 1.7627], [-0.4193, -0.1096, -0.3494], [0.0830, 0.0221, -0.0362], [-0.0257, 0.2677, -0.0511], [0.1221, -0.4039, 0.3746], [-0.0903, 0.0355, 0.1816], [0.0809, 0.0060, -0.0558], [-0.0495, -0.0300, 0.0001], [0.0778, -0.2114, 0.1680], [0.0267, -0.0280, -0.1758], [0.2748, 0.0240, -0.1265], [0.1059, -0.0880, -0.0153], [0.0285, -0.0390, 0.0022], [0.4284, -0.1400, -0.3320], [-0.3580, 0.3994, 0.1704], [0.0100, -0.6502, 0.0579], [0.0802, 0.1860, 0.2698], [-0.4539, 0.0145, 0.4907], [1.1935, 0.1186, -0.8078], [-0.1007, -0.1731, 0.0341], [-0.2381, 0.4184, 0.1177], [-0.1795, -0.0611, 0.0339], [-0.0325, 0.1101, 0.0931], [-0.0739, 0.0838, -0.0036], [-0.0822, 0.2055, -0.0870], [0.0134, -0.1081, 0.0997], [0.1504, -0.0393, -0.0333], [0.0681, 0.3425, -0.0152], [0.1290, -0.1225, -0.0748], [-1.0672, 0.3642, 0.6221], [0.8537, -0.8022, -1.2118], [-0.1666, -0.1369, 0.1123], [-0.2777, -0.2574, 0.2593], [-0.0377, 0.1150, 0.0209], [0.0533, 0.2539, 0.1143], [0.2208, -0.2327, -0.6144], [0.0549, -1.4405, -0.0071], [-0.7597, -0.2530, 0.0712], [-0.5953, -0.3555, -0.5565], [0.5021, 2.5269, 0.1038], [-0.4266, 0.1853, -0.8203], [0.8748, 0.0772, 1.0028], [-0.4548, -0.2299, -0.4127], [0.2201, 0.3723, 0.1394], [-0.1709, -0.0608, -0.0875], [-0.2265, -0.1869, -0.3364], [0.4506, -0.3400, 0.8915], [-0.1650, 0.0478, 0.3984], [0.0326, 0.3583, -0.1179], [-0.1162, 0.0385, -0.2000], [0.0409, -0.3596, -0.1206]],
  "total_charge": 0,
  "s2": 3.913,
  "total_energy_ev": -109472.2823,
  "multiplicity": 4,
  "orbital_gap_ev": [6.29, 6.65]
}

=====

Entry 2:
{
  "formula": "C27H38N2O10SbZr",
  "method": "the ωB97M-V functional and the def2-TZVPD basis",
  "species": ["Zr", "O", "C", "O", "C", "C", "C", "C", "C", "N", "C", "O", "O", "H", "H", "H", "H", "H", "O", "C", "C", "C", "N", "C", "C", "C", "O", "O", "C", "O", "O", "H", "H", "H", "C", "C", "C", "Sb", "C", "C", "C", "C", "C", "C", "H", "H", "H", "H", "H", "H", "H", "H", "H", "H", "H", "H", "H", "H", "H", "H", "H", "H", "H", "H", "H", "C", "C", "C", "C", "O", "H", "H", "H", "H", "H", "H", "H", "H", "H"],
  "xyz": [[0.5650, -0.8750, -0.9022], [0.1128, -2.7447, 3.1384], [0.6074, -2.2929, 2.0079], [0.0503, -2.3722, 0.9303], [1.9337, -1.6242, 2.1279], [2.7251, -1.6469, 3.2617], [3.9383, -0.9771, 3.2154], [4.3096, -0.3363, 2.0433], [3.4432, -0.3750, 0.9595], [2.2680, -0.9877, 1.0107], [3.6669, 0.3049, -0.3640], [4.8826, 0.6915, -0.7049], [2.7231, 0.5028, -1.0863], [-0.7632, -3.1354, 2.9760], [2.3955, -2.1722, 4.1465], [4.5852, -0.9524, 4.0814], [5.2465, 0.2029, 1.9924], [5.5624, 0.3687, -0.0996], [-2.1812, -5.6026, -4.0389], [-1.5556, -4.6209, -3.3821], [-0.1627, -4.5160, -3.3206], [0.3678, -3.4580, -2.6220], [-0.4017, -2.5565, -2.0217], [-1.7304, -2.6642, -2.0519], [-2.3583, -3.6839, -2.7202], [-2.4079, -1.5922, -1.2214], [-3.6034, -1.5396, -1.0879], [-1.5242, -0.8037, -0.6648], [1.8364, -3.2072, -2.3916], [2.6878, -3.9022, -2.8759], [2.0222, -2.1661, -1.6014], [-1.5507, -6.1965, -4.4646], [0.4983, -5.2317, -3.7926], [-3.4360, -3.7625, -2.7286], [0.1025, 0.9446, 4.3653], [-0.0808, 2.0191, 3.2985], [1.1863, 2.8542, 3.1439], [-0.6712, 1.1137, 1.4215], [-1.1374, 2.8409, 0.1986], [-1.9398, 3.9253, 0.9044], [0.1469, 3.4054, -0.4065], [-2.6667, 0.4550, 1.9799], [-3.3233, 1.3175, 3.0549], [-2.6980, -1.0118, 2.4066], [0.3416, 1.4003, 5.3302], [0.9316, 0.2774, 4.1110], [-0.7874, 0.3290, 4.5035], [-0.9133, 2.6683, 3.5761], [2.0146, 2.2520, 2.7538], [1.5036, 3.2544, 4.1112], [1.0452, 3.6996, 2.4703], [-1.7433, 2.3975, -0.5954], [-1.4194, 4.3112, 1.7844], [-2.9254, 3.5799, 1.2121], [-2.0914, 4.7694, 0.2256], [0.7992, 3.8323, 0.3584], [-0.0914, 4.2127, -1.1053], [0.7116, 2.6473, -0.9496], [-3.2111, 0.5531, 1.0381], [-2.8206, 1.2173, 4.0184], [-4.3547, 0.9854, 3.1989], [-3.3544, 2.3771, 2.8062], [-2.1699, -1.1483, 3.3567], [-2.2697, -1.6696, 1.6509], [-3.7312, -1.3270, 2.5695], [-1.1760, 1.7419, -3.4763], [0.1283, 0.9619, -3.5547], [0.0099, -0.1882, -4.5438], [1.2997, 1.8658, -3.9142], [0.3942, 0.3874, -2.2682], [-1.4496, 2.1183, -4.4622], [-1.0723, 2.5927, -2.8043], [-1.9826, 1.1016, -3.1141], [-0.1692, 0.2000, -5.5470], [-0.8241, -0.8420, -4.2802], [0.9318, -0.7726, -4.5630], [1.1367, 2.3250, -4.8899], [2.2258, 1.2916, -3.9469], [1.4121, 2.6583, -3.1752]],
  "forces_ev_per_angstrom": [[0.2040, 0.5696, 0.6014], [0.1011, -0.0985, -0.1308], [-0.0029, 0.0176, 0.1075], [-0.0237, -0.1988, 0.0784], [-0.0242, 0.0265, -0.0794], [0.0312, -0.0632, 0.0029], [0.0191, 0.0134, -0.0052], [-0.0077, -0.0215, -0.0244], [0.0093, -0.0006, -0.0364], [0.0139, -0.0481, 0.1004], [-0.0491, -0.0179, 0.0692], [0.0114, 0.0254, -0.0046], [0.0165, 0.0187, 0.1387], [-0.0126, 0.0263, -0.0022], [-0.0025, 0.0108, 0.0061], [0.0025, -0.0053, -0.0032], [0.0017, -0.0066, 0.0193], [0.0017, 0.0051, -0.0077], [-0.0030, -0.0078, -0.0006], [-0.0175, -0.0035, -0.0017], [0.0093, 0.0246, -0.0414], [-0.1954, -0.0440, 0.0120], [-0.0260, -0.1391, 0.0074], [0.0190, -0.0243, 0.0362], [-0.0038, 0.0169, -0.0459], [0.0001, -0.0440, 0.0596], [-0.0114, 0.0192, -0.0363], [-0.3191, -0.0081, -0.0351], [0.2172, 0.0925, 0.0238], [0.0044, 0.0085, 0.0438], [0.1589, -0.2892, -0.1550], [0.0006, 0.0009, 0.0008], [0.0063, 0.0057, -0.0017], [-0.0031, 0.0126, 0.0037], [-0.0112, -0.0072, 0.0045], [0.1043, 0.0129, -0.1079], [-0.0065, 0.0137, -0.0047], [-0.1206, 0.1446, -0.0281], [0.0927, -0.0480, 0.0923], [-0.0316, 0.0155, -0.0076], [-0.0245, -0.0039, 0.0013], [0.0597, -0.0044, 0.0011], [-0.0120, 0.0144, -0.0331], [-0.0007, 0.0355, 0.0119], [-0.0037, -0.0038, 0.0031], [0.0001, 0.0156, -0.0008], [-0.0095, 0.0000, -0.0011], [0.0082, 0.0087, 0.0312], [-0.0033, 0.0047, 0.0019], [-0.0065, -0.0047, 0.0024], [0.0051, -0.0186, 0.0248], [-0.0120, 0.0022, -0.0316], [-0.0021, -0.0064, 0.0066], [0.0139, 0.0036, -0.0097], [0.0050, -0.0006, 0.0052], [-0.0176, -0.0042, -0.0245], [0.0001, -0.0114, -0.0095], [0.0291, -0.0195, -0.0064], [-0.0110, -0.0226, 0.0070], [0.0200, -0.0090, 0.0105], [-0.0100, 0.0088, 0.0055], [0.0192, -0.0360, -0.0011], [0.0005, -0.0111, -0.0197], [0.0009, 0.0220, -0.0349], [-0.0137, -0.0012, -0.0073], [0.0141, -0.0436, 0.0460], [0.0588, 0.0052, 0.0161], [-0.0099, 0.0036, -0.0898], [-0.0126, -0.0333, 0.0095], [-0.2374, 0.0766, -0.5921], [0.0055, 0.0036, -0.0103], [-0.0089, 0.0233, 0.0242], [0.0009, 0.0074, -0.0017], [0.0090, -0.0230, -0.0137], [-0.0047, 0.0097, 0.0079], [0.0052, -0.0070, 0.0142], [-0.0055, -0.0045, -0.0025], [0.0007, -0.0039, -0.0019], [-0.0037, 0.0228, 0.0128]],
  "total_charge": 1,
  "total_energy_ev": -59890.9373,
  "orbital_gap_ev": 7.02
}

=====

Entry 3:
{
  "formula": "C27H38N6PRuS",
  "method": "the ωB97M-V functional and the def2-TZVPD basis",
  "species": ["Ru", "S", "C", "N", "N", "C", "C", "C", "C", "C", "C", "N", "N", "C", "C", "C", "C", "C", "C", "H", "H", "H", "H", "H", "H", "H", "H", "H", "H", "H", "C", "C", "C", "C", "P", "C", "C", "C", "C", "C", "C", "C", "C", "C", "C", "H", "H", "H", "H", "H", "H", "H", "H", "H", "H", "H", "H", "H", "H", "H", "H", "H", "H", "H", "H", "H", "H", "H", "N", "N", "H", "H", "H", "H"],
  "xyz": [[0.6813, -0.4673, -0.0186], [-0.6157, -0.7578, 1.8390], [-1.3717, -2.1536, 1.3386], [-2.3011, -2.6560, 2.2580], [-3.1005, -3.5976, 2.0433], [-3.6155, -4.3081, 0.9410], [-4.1743, -5.5459, 1.2863], [-4.7398, -6.3209, 0.2926], [-4.7874, -5.8300, -1.0071], [-4.2817, -4.5664, -1.3255], [-3.6807, -3.7916, -0.3585], [-0.9383, -2.9153, 0.3075], [0.1103, -2.4291, -0.2799], [0.8039, -3.4315, -0.9837], [0.1513, -4.6135, -1.3895], [0.8922, -5.6194, -1.9632], [2.2753, -5.4867, -2.1015], [2.9202, -4.3283, -1.6847], [2.1841, -3.2902, -1.1483], [-3.5475, -3.8875, 2.9198], [-4.1568, -5.8968, 2.3119], [-5.1618, -7.2864, 0.5327], [-5.2541, -6.4236, -1.7824], [-4.3900, -4.1847, -2.3314], [-3.3476, -2.7913, -0.5858], [-0.9169, -4.7193, -1.2800], [0.4043, -6.5229, -2.3016], [2.8484, -6.2936, -2.5389], [3.9927, -4.2370, -1.7844], [2.6791, -2.3963, -0.7987], [2.9765, -1.3416, -3.8773], [3.7481, -0.4684, -2.8813], [4.8545, -1.2809, -2.1978], [4.4033, 0.6816, -3.6560], [2.5245, 0.2186, -1.6322], [1.6406, 1.4708, -2.6321], [2.0450, 2.8023, -2.7523], [1.3686, 3.6809, -3.5880], [0.2923, 3.2363, -4.3429], [-0.1045, 1.9075, -4.2627], [0.5620, 1.0361, -3.4121], [3.3118, 0.9865, -0.1258], [4.5662, 1.8453, -0.2957], [3.6218, -0.1927, 0.8130], [2.2032, 1.8238, 0.5238], [3.6673, -1.6402, -4.6679], [2.1644, -0.7970, -4.3569], [2.5766, -2.2482, -3.4256], [5.4531, -1.7614, -2.9736], [4.4839, -2.0673, -1.5427], [5.5314, -0.6503, -1.6230], [5.1596, 0.2435, -4.3101], [4.9106, 1.3984, -3.0112], [3.6921, 1.2097, -4.2876], [2.8994, 3.1710, -2.2026], [1.6967, 4.7086, -3.6661], [-0.2230, 3.9185, -5.0052], [-0.9200, 1.5461, -4.8753], [0.2619, -0.0109, -3.3835], [5.4141, 1.2567, -0.6397], [4.8391, 2.2674, 0.6746], [4.4283, 2.6768, -0.9823], [4.3908, -0.8524, 0.4159], [2.7325, -0.8249, 1.0295], [3.9657, 0.1836, 1.7780], [1.9196, 2.6950, -0.0643], [2.4856, 2.1344, 1.5315], [1.2357, 1.2778, 0.7230], [-1.7092, 1.3807, 0.0486], [-0.8393, 0.6208, -0.8200], [-2.5545, 1.6063, -0.4691], [-1.2441, 2.2531, 0.2799], [-0.3791, 1.2212, -1.5191], [-1.4413, 0.0046, -1.3622]],
  "forces_ev_per_angstrom": [[1.8101, -0.3085, 1.1813], [-0.2630, 0.0907, -0.0808], [-0.4900, -0.1310, 0.1750], [0.1974, -0.1449, -0.3672], [-0.1637, 0.1803, 0.1769], [0.2437, 0.1576, 0.1531], [-0.1006, -0.0676, -0.1678], [0.0514, 0.0745, 0.0740], [-0.0433, -0.0662, -0.0471], [0.0343, 0.0852, 0.0092], [-0.0762, -0.1403, -0.0133], [0.5216, 0.5985, 0.3019], [-0.5706, -0.1981, -0.3116], [-0.0831, 0.1263, -0.1254], [0.0989, 0.0113, -0.0986], [-0.0185, -0.0126, 0.0018], [0.0343, -0.0346, -0.0138], [-0.0691, 0.0388, 0.0556], [0.0357, -0.1044, 0.0202], [0.0705, 0.0127, 0.0171], [0.0300, 0.0039, 0.0100], [0.0006, -0.0098, -0.0073], [-0.0063, 0.0047, -0.0019], [0.0049, -0.0086, -0.0033], [0.0687, 0.0350, 0.0163], [-0.0271, 0.0448, 0.0267], [-0.0082, 0.0053, -0.0111], [0.0065, 0.0022, -0.0005], [0.0094, -0.0343, 0.0030], [-0.0639, -0.0151, -0.0167], [-0.0135, -0.0290, 0.0083], [0.1482, -0.2554, 0.1300], [0.0298, -0.0246, 0.0089], [-0.0254, 0.0698, 0.0356], [-0.8825, 0.3687, -0.4838], [0.2691, 0.1979, 0.0499], [-0.0408, 0.0830, 0.1181], [-0.0035, -0.0565, -0.0104], [0.0039, -0.0121, -0.0134], [0.0113, 0.0218, -0.0140], [-0.0059, -0.1810, -0.0909], [0.1106, 0.0641, -0.0952], [0.0115, -0.0229, 0.0961], [0.0347, 0.0960, -0.1090], [-0.1048, -0.0663, -0.1832], [0.0112, -0.0180, 0.0111], [0.0261, 0.0174, -0.0315], [-0.0191, 0.0321, -0.0006], [-0.0025, 0.0034, -0.0026], [0.0365, 0.0073, -0.0314], [0.0014, 0.0138, -0.0062], [0.0022, -0.0031, 0.0069], [-0.0099, 0.0158, 0.0175], [-0.0072, 0.0186, -0.0023], [0.0032, 0.0006, -0.0001], [0.0069, 0.0044, 0.0166], [-0.0094, -0.0022, -0.0034], [-0.0049, 0.0016, -0.0013], [0.0080, 0.0841, 0.0234], [-0.0009, -0.0006, -0.0174], [0.0182, -0.0060, 0.0028], [-0.0195, -0.0016, -0.0010], [-0.0335, -0.0318, 0.0037], [-0.1308, -0.0904, 0.0568], [-0.0601, -0.0363, 0.0422], [0.0139, -0.0055, 0.0259], [0.0404, 0.0102, -0.0105], [-0.2770, -0.1307, 0.0616], [0.2486, -0.2569, 0.0395], [-0.4880, -0.2484, -0.6001], [-0.0052, 0.1219, 0.0309], [-0.0176, 0.0040, 0.0570], [-0.0933, -0.0020, -0.0622], [-0.0144, 0.0491, -0.0278]],
  "total_charge": 3,
  "total_energy_ev": -60232.7205,
  "orbital_gap_ev": [5.59, 5.31]
}